(1)
{"formula": "C20H24AsGeHgO", "method": "the ωB97M-V functional and the def2-TZVPD basis", "species": ["Hg", "C", "Ge", "C", "C", "C", "C", "C", "C", "C", "C", "C", "C", "C", "C", "C", "C", "C", "C", "H", "H", "H", "H", "H", "H", "H", "H", "H", "H", "H", "H", "H", "H", "H", "C", "As", "C", "C", "O", "H", "H", "H", "H", "H", "H", "H", "H", "H"], "xyz": [[0.851, -1.075, -1.196], [0.423, -2.761, 1.893], [0.628, -0.891, 1.411], [2.338, -0.112, 1.884], [2.568, 0.071, 3.250], [3.752, 0.641, 3.694], [4.715, 1.039, 2.779], [4.496, 0.862, 1.420], [3.312, 0.290, 0.977], [-0.938, 0.160, 1.772], [-1.939, -0.446, 2.491], [-3.089, 0.270, 2.887], [-3.215, 1.584, 2.550], [-2.212, 2.248, 1.798], [-2.346, 3.611, 1.440], [-1.376, 4.242, 0.718], [-0.222, 3.535, 0.318], [-0.067, 2.221, 0.652], [-1.055, 1.535, 1.400], [0.433, -2.878, 2.978], [1.259, -3.325, 1.484], [-0.513, -3.161, 1.506], [1.821, -0.230, 3.977], [3.921, 0.778, 4.754], [5.636, 1.490, 3.122], [5.247, 1.170, 0.705], [3.163, 0.162, -0.090], [-1.857, -1.492, 2.766], [-3.860, -0.228, 3.459], [-4.087, 2.149, 2.856], [-3.234, 4.145, 1.757], [-1.484, 5.286, 0.454], [0.543, 4.044, -0.254], [0.832, 1.698, 0.346], [-0.376, -1.592, -6.104], [-0.620, -1.655, -4.211], [-0.764, -3.486, -3.650], [-2.279, -0.824, -3.727], [0.663, -0.881, -3.458], [-1.210, -2.074, -6.610], [0.555, -2.101, -6.346], [-0.303, -0.550, -6.408], [-1.529, -4.011, -4.219], [-1.033, -3.491, -2.593], [0.199, -3.978, -3.777], [-3.112, -1.241, -4.289], [-2.203, 0.247, -3.904], [-2.432, -0.995, -2.661]], "mulliken_charge": [0.6620, -1.2475, 0.0530, 0.6295, -0.4481, -0.6968, -0.4495, -0.7153, 0.1518, 1.3006, -0.3583, -0.8955, -0.7918, 0.8645, -0.8235, -0.5313, -0.9829, -0.2724, -0.0500, 0.4293, 0.3970, 0.3828, 0.3788, 0.3909, 0.3927, 0.3903, 0.0602, 0.3879, 0.4006, 0.3970, 0.3896, 0.4010, 0.4258, 0.2229, -1.0209, 0.7590, -0.9992, -0.9634, -0.7841, 0.3750, 0.3497, 0.3525, 0.3925, 0.3121, 0.3462, 0.3867, 0.3459, 0.3029], "energy_ev": -144700.7626, "e_homo_ev": -10.83, "de_lowest_kcal_mol": 4.2, "total_charge": 1}



(2)
{"formula": "C20H24B2BaBr12O16", "method": "the ωB97M-V functional and the def2-TZVPD basis", "species": ["Ba", "O", "C", "O", "B", "O", "C", "O", "O", "C", "O", "C", "O", "O", "O", "C", "O", "B", "O", "C", "O", "O", "C", "O", "C", "O", "O", "Br", "C", "C", "Br", "H", "H", "H", "H", "Br", "C", "C", "Br", "H", "H", "H", "H", "Br", "C", "C", "Br", "H", "H", "H", "H", "Br", "C", "C", "Br", "H", "H", "H", "H", "Br", "C", "C", "Br", "H", "H", "H", "H", "Br", "C", "C", "Br", "H", "H", "H", "H"], "xyz": [[-2.382, -1.343, 4.837], [-0.402, -0.327, 3.305], [-0.315, -0.127, 2.087], [-1.110, -0.643, 1.129], [-0.788, 0.004, -0.213], [0.295, 0.965, 0.160], [0.588, 0.863, 1.411], [1.630, 1.220, 2.004], [-1.911, 0.761, -0.811], [-2.268, 0.194, -1.997], [-3.149, 0.592, -2.733], [-1.290, -0.974, -2.316], [-0.418, -1.022, -1.201], [-1.335, -1.681, -3.311], [-3.111, -3.856, -3.945], [-3.102, -4.175, -2.778], [-3.612, -3.448, -1.885], [-3.569, -4.098, -0.560], [-2.903, -5.403, -0.792], [-2.608, -5.537, -2.108], [-2.252, -6.572, -2.684], [-4.931, -4.212, -0.078], [-5.042, -3.787, 1.124], [-6.041, -3.979, 1.759], [-3.657, -3.175, 1.555], [-2.928, -3.271, 0.487], [-3.336, -2.764, 2.661], [-4.123, 4.961, -1.600], [-3.957, 3.909, 0.016], [-3.815, 4.838, 1.206], [-2.862, 3.899, 2.694], [-2.978, 3.484, -0.203], [-4.703, 3.158, 0.273], [-4.704, 5.323, 1.610], [-3.168, 5.699, 1.038], [3.454, -3.442, -3.378], [1.529, -3.274, -3.923], [0.706, -4.549, -3.714], [1.528, -6.253, -4.381], [1.441, -3.055, -4.987], [1.011, -2.396, -3.537], [-0.231, -4.589, -4.269], [0.384, -4.772, -2.697], [3.985, 4.009, 6.710], [4.390, 3.373, 4.870], [3.098, 2.897, 4.297], [1.662, 4.289, 4.389], [5.085, 2.534, 4.892], [4.811, 4.117, 4.194], [2.775, 1.998, 4.822], [3.270, 2.717, 3.235], [1.017, 0.628, -4.353], [2.801, 0.698, -3.446], [2.711, 1.479, -2.126], [4.224, 1.110, -0.949], [3.409, 1.201, -4.198], [3.024, -0.318, -3.120], [1.733, 1.250, -1.704], [2.835, 2.542, -2.334], [2.238, -1.994, -0.110], [2.733, -2.683, 1.724], [3.842, -1.758, 2.257], [4.162, -2.268, 4.083], [3.225, -3.628, 1.496], [1.820, -2.902, 2.277], [3.585, -0.702, 2.337], [4.745, -1.810, 1.648], [-0.423, 6.255, 1.107], [0.142, 4.390, 0.711], [0.885, 4.415, -0.610], [-0.409, 4.102, -2.021], [-0.731, 3.752, 0.570], [0.709, 4.127, 1.604], [1.670, 3.677, -0.771], [1.414, 5.360, -0.736]], "mulliken_charge": [1.8339, -0.8990, 0.6105, -1.0608, 1.4587, 0.4838, 0.1742, -0.5475, -0.5335, 0.4243, -0.5819, 0.3564, -0.2223, -0.5251, -0.6360, 0.8797, -0.5852, 1.2992, -0.4652, 0.4285, -0.6396, -0.5728, 0.4912, -0.6111, 0.4566, -0.3353, -0.5258, -0.1490, 0.1431, -0.5451, -0.2004, -0.3475, 0.4180, 0.4158, 0.2249, -0.0418, 0.4759, -0.6758, 0.3111, 0.4800, -0.3563, 0.3432, 0.3872, -0.1816, -0.5455, -0.3805, -0.1429, 0.4228, 0.4058, 0.3789, 0.0476, -0.1440, -0.2576, 0.0138, -0.1448, 0.3810, 0.0950, -0.3995, 0.4635, -0.0132, -0.8998, -0.2018, -0.1816, 0.4586, 0.4173, 0.0116, 0.4063, -0.1614, 0.4575, -0.1575, -0.1353, -0.2456, -0.1996, -0.2542, 0.6479], "energy_ev": -896445.9526, "e_homo_ev": [-11.35, -11.35], "spin_multiplicity": 2, "total_charge": 1}



(3)
{"formula": "C20H24BF8N3O7PS2Zr", "method": "the ωB97M-V functional and the def2-TZVPD basis", "species": ["Zr", "F", "C", "F", "F", "S", "O", "O", "N", "S", "O", "O", "C", "F", "F", "F", "C", "C", "C", "C", "C", "C", "N", "N", "C", "C", "C", "C", "C", "C", "H", "H", "H", "H", "H", "H", "H", "H", "H", "C", "C", "O", "P", "O", "C", "C", "O", "C", "C", "H", "H", "H", "H", "H", "H", "H", "H", "H", "H", "H", "H", "H", "H", "H", "F", "B", "F"], "xyz": [[-0.149, -1.606, 0.466], [0.362, -2.566, 4.885], [-0.128, -1.341, 5.053], [0.437, -0.781, 6.103], [-1.434, -1.420, 5.243], [0.191, -0.468, 3.419], [-0.431, -1.388, 2.466], [-0.381, 0.829, 3.489], [1.742, -0.519, 3.265], [2.524, -0.963, 1.992], [1.736, -1.054, 0.763], [3.832, -0.460, 1.910], [2.585, -2.850, 2.182], [3.146, -3.334, 1.080], [1.252, -3.212, 2.116], [3.108, -3.401, 3.252], [2.380, -1.660, -4.764], [2.747, -1.714, -3.428], [1.786, -1.829, -2.434], [0.448, -1.933, -2.803], [0.074, -1.860, -4.140], [1.042, -1.718, -5.118], [-0.584, -2.096, -1.801], [-1.647, -1.387, -2.125], [-2.619, -1.230, -1.160], [-3.966, -1.248, -1.540], [-4.937, -1.083, -0.574], [-4.582, -0.854, 0.749], [-3.240, -0.781, 1.111], [-2.218, -0.954, 0.176], [3.138, -1.595, -5.528], [3.787, -1.679, -3.151], [2.097, -1.831, -1.393], [-0.975, -1.920, -4.387], [0.747, -1.673, -6.155], [-4.220, -1.443, -2.571], [-5.977, -1.153, -0.848], [-5.350, -0.748, 1.500], [-2.980, -0.589, 2.153], [-1.899, 4.486, 0.767], [-1.685, 3.034, 1.152], [-0.404, 2.612, 0.635], [0.045, 1.088, 0.840], [1.625, 1.350, 1.201], [2.195, 2.511, 1.853], [2.839, 3.452, 0.847], [0.257, 0.520, -0.731], [0.772, 1.375, -1.795], [-0.365, 1.948, -2.622], [-2.839, 4.838, 1.183], [-1.935, 4.592, -0.313], [-1.092, 5.104, 1.152], [-2.467, 2.396, 0.730], [-1.683, 2.913, 2.238], [2.946, 2.094, 2.530], [1.422, 3.028, 2.426], [3.570, 2.918, 0.248], [3.345, 4.250, 1.385], [2.086, 3.893, 0.197], [1.424, 0.752, -2.415], [1.359, 2.172, -1.333], [-0.992, 1.148, -3.006], [0.047, 2.514, -3.454], [-0.982, 2.601, -2.012], [-1.269, -3.312, 0.282], [-0.490, -3.383, -1.048], [0.830, -3.377, -0.387]], "mulliken_charge": [0.1680, -0.1718, 0.5007, -0.1702, -0.1664, 0.9077, -0.5697, -0.5804, -0.2537, 1.0435, -0.1331, -0.6201, 0.7128, -0.2072, -0.2253, -0.2289, -0.5946, -0.9305, -0.3143, 0.4272, -0.5105, -0.7258, 1.5567, -0.8466, -0.5703, -0.4661, -0.6197, -0.8773, -0.3695, 1.9182, 0.4442, 0.4717, 0.4447, 0.4856, 0.4389, 0.5071, 0.4068, 0.4785, 0.3626, -1.4134, 0.0703, -0.0860, 0.1948, -0.0471, -0.2641, -1.3372, 0.0428, -0.1068, -1.1556, 0.4266, 0.3317, 0.3342, 0.2089, 0.3438, 0.4327, 0.3090, 0.3580, 0.4381, 0.2335, 0.3730, 0.1300, 0.2516, 0.4793, 0.1166, -0.1496, -0.4330, -0.2048], "energy_ev": -94581.7549, "e_homo_ev": -10.15, "de_lowest_kcal_mol": 115.7, "total_charge": 1}



(4)
{"formula": "C20H24CaF12N2O20S4", "method": "the ωB97M-V functional and the def2-TZVPD basis", "species": ["Ca", "C", "F", "F", "F", "S", "O", "O", "N", "S", "O", "O", "C", "F", "F", "F", "C", "F", "F", "F", "S", "O", "O", "N", "S", "O", "O", "C", "F", "F", "F", "C", "C", "C", "O", "C", "O", "O", "H", "H", "H", "H", "H", "H", "C", "C", "C", "O", "C", "O", "O", "H", "H", "H", "H", "H", "H", "C", "C", "C", "O", "C", "O", "O", "H", "H", "H", "H", "H", "H", "C", "C", "C", "O", "C", "O", "O", "H", "H", "H", "H", "H", "H"], "xyz": [[-1.520, 0.381, 0.192], [-3.650, 3.181, 2.856], [-2.961, 3.932, 1.980], [-2.951, 3.003, 3.958], [-4.827, 3.753, 3.118], [-4.042, 1.470, 1.977], [-5.180, 0.760, 2.560], [-4.018, 1.763, 0.567], [-2.479, 0.760, 2.204], [-2.551, -0.015, 3.487], [-3.477, 0.487, 4.500], [-2.775, -1.376, 3.225], [-0.820, 0.296, 4.248], [-0.763, -0.060, 5.576], [0.076, -0.415, 3.602], [-0.380, 1.511, 4.200], [-1.891, -3.108, -2.349], [-0.966, -3.323, -1.380], [-1.273, -2.698, -3.366], [-2.505, -4.282, -2.473], [-3.184, -1.849, -1.547], [-4.457, -2.057, -2.189], [-3.123, -2.153, -0.094], [-2.530, -0.214, -1.684], [-2.810, 0.114, -3.251], [-1.776, 0.934, -3.807], [-3.114, -0.979, -4.133], [-4.302, 1.223, -3.198], [-4.702, 1.513, -4.397], [-5.312, 0.619, -2.527], [-3.976, 2.391, -2.639], [4.916, 0.004, 1.379], [3.694, 0.478, 2.221], [3.763, 1.981, 2.492], [2.555, 2.336, 1.912], [1.826, 1.259, 1.453], [0.662, 1.451, 1.068], [2.605, 0.063, 1.460], [4.992, -1.083, 1.362], [5.868, 0.420, 1.709], [4.706, 0.382, 0.379], [3.687, -0.121, 3.132], [4.589, 2.280, 1.845], [3.924, 2.325, 3.513], [4.235, -2.835, -1.817], [3.277, -1.792, -2.428], [2.296, -2.200, -3.523], [1.253, -1.368, -3.221], [1.218, -1.050, -1.910], [0.352, -0.534, -1.263], [2.410, -1.359, -1.438], [4.938, -3.291, -2.514], [3.854, -3.522, -1.061], [4.975, -2.325, -1.201], [3.893, -0.965, -2.783], [1.930, -3.190, -3.253], [2.717, -2.204, -4.529], [-0.079, 4.210, -5.100], [0.126, 4.475, -3.546], [-0.728, 5.442, -2.955], [-1.092, 4.769, -1.753], [-0.875, 3.488, -1.787], [-1.141, 2.634, -0.951], [-0.179, 3.213, -2.921], [-1.156, 4.055, -5.154], [0.375, 3.259, -5.379], [0.175, 5.057, -5.737], [1.154, 4.781, -3.356], [-1.591, 5.565, -3.609], [-0.179, 6.327, -2.632], [0.284, -4.675, 4.713], [0.605, -3.435, 3.739], [1.567, -3.822, 2.622], [1.112, -3.102, 1.519], [-0.050, -2.578, 1.711], [-0.513, -1.573, 1.120], [-0.506, -3.021, 2.876], [1.138, -4.733, 5.387], [0.252, -5.645, 4.216], [-0.586, -4.469, 5.336], [1.007, -2.526, 4.186], [1.413, -4.855, 2.309], [2.570, -3.540, 2.944]], "mulliken_charge": [2.7525, 0.6365, -0.2028, -0.1785, -0.2184, 0.7098, -0.5238, -0.4644, -0.8627, 0.4370, -0.6150, -0.5718, 0.6403, -0.2753, -0.2681, -0.2072, 0.6504, -0.2158, -0.1595, -0.2391, 0.5403, -0.4797, -0.5349, -0.5774, 0.3347, -0.4698, -0.5382, 0.6511, -0.2053, -0.2220, -0.1891, -1.5066, 0.3411, -0.4944, -0.3224, 0.0365, -0.3780, 0.0811, 0.3078, 0.4424, 0.3813, 0.3053, 0.3399, 0.2788, -1.3753, 0.3925, -0.5948, -0.1969, -0.2833, 0.5987, -0.1540, 0.4299, 0.3158, 0.3024, 0.2184, 0.3307, 0.3328, -1.2466, 0.2233, -0.4089, -0.3436, 0.1062, -0.1316, -0.1823, 0.3002, 0.2991, 0.3907, 0.2420, 0.3047, 0.2928, -1.4343, 0.5082, -0.7383, -0.3033, -0.0749, 1.1605, -0.2914, 0.4070, 0.3454, 0.3894, 0.2613, 0.4051, 0.2556], "energy_ev": -159447.2610, "e_homo_ev": -9.52, "de_lowest_kcal_mol": 124.0, "total_charge": 0}